(1)
DFT (ωB97M-V/def2-TZVPD) results for a molecular structure, C24H33CrNO3.

Last column: Löwdin spin population.
CARTESIAN COORDINATES (ANGSTROEM)
Cr: -0.203 0.409 -0.269  3.556
C: 1.062 1.670 1.045  -0.014
C: 1.752 0.714 1.871  0.068
C: 2.797 0.156 1.137  -0.002
C: 2.803 0.726 -0.140  0.067
C: 1.717 1.659 -0.237  -0.014
C: 1.738 2.842 -1.175  0.001
C: 3.777 0.371 -1.211  0.012
C: 3.730 -0.913 1.614  -0.003
C: 1.423 0.404 3.294  0.013
C: 0.380 2.882 1.646  0.000
H: 2.336 3.647 -0.744  -0.002
H: 0.739 3.231 -1.361  0.000
H: 2.176 2.570 -2.132  0.000
H: 4.793 0.585 -0.876  0.004
H: 3.589 0.923 -2.127  0.000
H: 3.724 -0.695 -1.435  0.003
H: 3.402 -1.895 1.270  -0.001
H: 3.766 -0.937 2.702  0.000
H: 4.738 -0.741 1.235  0.000
H: 2.189 0.817 3.955  0.004
H: 1.394 -0.672 3.458  0.002
H: 0.462 0.831 3.572  0.000
H: 1.072 3.414 2.300  -0.002
H: -0.492 2.603 2.236  0.000
H: 0.059 3.568 0.868  0.000
C: 3.536 -5.423 -0.537  0.000
O: 2.171 -5.762 -0.550  0.002
C: 1.238 -4.774 -0.482  0.005
C: -0.094 -5.221 -0.518  0.005
C: -1.123 -4.322 -0.500  0.003
C: -0.916 -2.929 -0.447  0.008
C: -1.975 -1.975 -0.547  0.023
C: -3.431 -2.389 -0.652  0.001
O: -1.772 -0.725 -0.587  0.030
C: 0.446 -2.471 -0.326  0.013
O: 0.735 -1.230 -0.172  0.041
C: 1.492 -3.424 -0.380  0.002
H: 4.073 -6.371 -0.525  0.000
H: 3.800 -4.848 0.356  0.000
H: 3.818 -4.855 -1.431  0.000
H: -0.276 -6.284 -0.564  0.000
H: -2.128 -4.710 -0.539  0.000
H: -3.567 -3.439 -0.882  0.000
H: -3.898 -1.789 -1.431  0.001
H: -3.941 -2.160 0.283  0.001
H: 2.496 -3.031 -0.336  0.000
C: -3.601 4.176 0.563  0.006
C: -3.513 3.262 -0.668  0.017
C: -4.602 2.179 -0.591  0.006
C: -3.674 4.095 -1.947  0.006
C: -2.246 2.554 -0.655  0.118
N: -1.328 1.845 -0.535  0.015
H: -4.607 4.584 0.627  0.001
H: -2.897 5.002 0.490  0.000
H: -3.388 3.620 1.473  0.000
H: -5.590 2.631 -0.591  0.001
H: -4.482 1.599 0.320  0.000
H: -4.524 1.507 -1.440  0.000
H: -4.648 4.579 -1.941  0.001
H: -3.602 3.466 -2.830  0.000
H: -2.909 4.866 -2.006  0.000

E_HOMO (alpha / beta): -5.640 / -6.251 eV
Spin multiplicity: 5
Kohn-Sham gap (alpha / beta): 5.96 / 6.46 eV
Lowest unoccupied orbital energy (alpha / beta): 0.32 / 0.21 eV


(2)
DFT (ωB97M-V/def2-TZVPD) results for 3 unconnected molecules or ions with the total composition C24H33F8N3O8S3.

Last column: Löwdin charge in e.
CARTESIAN COORDINATES (ANGSTROEM)
N: 2.770 -4.336 4.621  -0.017
C: 2.961 -4.556 3.184  -0.285
C: 3.042 -3.234 2.338  -0.197
C: 4.495 -2.690 2.241  -0.195
C: 4.597 -1.353 1.410  -0.121
C: 3.444 -0.375 1.705  -0.202
N: 2.506 -0.277 0.780  0.212
C: 1.524 0.612 1.132  -0.100
C: 0.448 0.831 0.181  -0.141
F: 0.524 0.171 -0.997  0.097
C: -0.617 1.663 0.423  -0.090
C: -1.756 1.835 -0.592  -0.028
C: -2.170 0.469 -1.242  -0.483
O: -2.553 -0.472 -0.608  0.135
O: -2.041 0.415 -2.613  0.086
C: -0.645 2.401 1.701  -0.124
S: -1.994 3.550 2.040  0.794
O: -2.345 4.315 0.863  -0.271
O: -1.650 4.489 3.074  -0.250
C: -3.531 2.667 2.645  -0.438
F: -4.111 3.479 3.568  0.124
F: -4.425 2.527 1.645  0.129
C: -3.211 1.322 3.361  -0.335
F: -2.151 1.416 4.202  0.151
F: -2.891 0.396 2.412  0.140
C: -4.407 0.719 4.194  -0.508
F: -4.213 -0.615 4.259  0.165
F: -5.604 0.986 3.676  0.194
F: -4.326 1.162 5.466  0.165
C: 0.379 2.197 2.630  -0.209
O: 0.357 2.837 3.829  0.060
C: 1.502 1.307 2.358  -0.115
N: 2.469 1.212 3.321  0.212
C: 3.432 0.385 2.964  -0.186
C: 4.585 0.192 3.971  -0.104
C: 5.964 0.790 3.499  -0.154
C: 5.879 1.760 2.304  -0.272
O: 5.129 2.940 2.611  -0.066
H: 3.628 -4.050 5.082  0.057
H: 2.045 -3.645 4.788  0.061
H: 3.832 -5.218 3.016  0.113
H: 2.075 -5.111 2.808  0.106
H: 2.319 -2.516 2.768  0.104
H: 2.746 -3.500 1.298  0.119
H: 5.058 -3.438 1.640  0.115
H: 5.014 -2.628 3.217  0.095
H: 5.591 -0.881 1.486  0.096
H: 4.492 -1.665 0.350  0.122
H: -1.514 2.591 -1.371  0.137
H: -2.684 2.208 -0.119  0.102
H: -1.584 1.224 -2.890  0.100
H: 0.551 2.178 4.518  0.128
H: 4.676 -0.867 4.283  0.100
H: 4.295 0.747 4.887  0.118
H: 6.611 -0.053 3.171  0.107
H: 6.446 1.308 4.348  0.119
H: 5.499 1.305 1.367  0.109
H: 6.925 2.084 2.084  0.122
H: 5.054 3.450 1.793  0.092
C: -4.961 0.322 -5.494  -0.256
S: -4.644 1.759 -6.532  0.818
O: -3.371 1.506 -7.265  -0.563
C: -4.271 2.888 -5.180  -0.269
H: -5.181 -0.528 -6.141  0.034
H: -4.080 0.101 -4.889  0.052
H: -5.819 0.521 -4.852  0.057
H: -3.435 2.501 -4.596  0.041
H: -5.153 3.001 -4.548  0.054
H: -4.003 3.854 -5.604  0.049
C: -2.479 -1.733 -7.633  -0.271
S: -3.640 -3.005 -8.143  0.807
O: -4.790 -2.958 -7.197  -0.562
C: -2.612 -4.406 -7.669  -0.277
H: -2.942 -0.761 -7.806  0.018
H: -2.250 -1.843 -6.572  0.061
H: -1.566 -1.810 -8.224  0.056
H: -2.375 -4.347 -6.606  0.057
H: -1.697 -4.401 -8.262  0.050
H: -3.168 -5.321 -7.868  0.047

E_HOMO: -8.796 eV
Kohn-Sham gap: 7.70 eV
Lowest unoccupied orbital energy: -1.10 eV


(3)
DFT (ωB97M-V/def2-TZVPD) results for a molecular structure, C24H33GeIrN2OSe.

Last column: Löwdin charge in e.
CARTESIAN COORDINATES (ANGSTROEM)
Ir: -0.390 0.544 0.235  1.097
C: -0.059 0.693 4.497  -0.042
C: -0.479 -0.584 4.850  -0.043
C: -0.844 -1.492 3.871  0.002
C: -0.772 -1.121 2.529  -0.204
C: -0.327 0.161 2.181  -0.325
C: 0.018 1.075 3.162  -0.100
C: -1.132 -1.961 1.392  -0.196
C: -1.568 -3.298 1.459  0.037
C: -1.857 -3.966 0.307  0.048
C: -1.717 -3.328 -0.947  -0.133
C: -1.984 -3.988 -2.167  0.006
C: -1.818 -3.338 -3.358  -0.034
C: -1.381 -2.000 -3.373  -0.033
C: -1.117 -1.328 -2.208  -0.030
C: -1.282 -1.986 -0.977  -0.195
N: -1.014 -1.347 0.210  -0.063
H: 0.210 1.400 5.271  0.122
H: -0.531 -0.865 5.893  0.121
H: -1.190 -2.477 4.157  0.120
H: 0.351 2.075 2.903  0.114
H: -1.659 -3.773 2.424  0.124
H: -2.192 -4.995 0.337  0.139
H: -2.317 -5.018 -2.138  0.131
H: -2.021 -3.845 -4.290  0.123
H: -1.255 -1.493 -4.320  0.122
H: -0.790 -0.295 -2.253  0.088
C: -3.845 0.971 0.910  0.009
N: -3.831 2.189 0.100  -0.099
C: -5.051 3.013 0.077  0.009
C: -2.782 2.526 -0.617  -0.430
C: -2.780 3.794 -1.407  0.039
O: -1.738 1.793 -0.666  -0.176
H: -4.564 1.101 1.713  0.103
H: -2.868 0.798 1.359  0.059
H: -4.127 0.108 0.306  0.113
H: -5.784 2.555 0.731  0.099
H: -5.466 3.054 -0.929  0.106
H: -4.843 4.021 0.432  0.109
H: -3.688 3.908 -1.996  0.099
H: -1.915 3.802 -2.063  0.099
H: -2.722 4.646 -0.727  0.114
C: 3.927 -0.401 -3.120  -0.208
Ge: 4.464 0.591 -1.531  0.777
C: 5.350 2.278 -1.913  -0.204
C: 5.475 -0.537 -0.304  -0.217
C: 2.711 1.115 -0.659  -0.537
Se: 1.817 -0.391 0.159  0.999
C: 2.717 -0.360 1.878  -0.279
H: 4.800 -0.827 -3.613  0.034
H: 3.421 0.249 -3.833  0.028
H: 3.261 -1.226 -2.860  0.017
H: 6.276 2.098 -2.457  0.034
H: 5.596 2.802 -0.990  0.030
H: 4.719 2.922 -2.525  0.029
H: 6.378 -0.875 -0.812  0.037
H: 4.923 -1.432 -0.011  0.017
H: 5.782 0.007 0.589  0.032
H: 2.050 1.456 -1.459  0.015
H: 2.811 1.905 0.085  0.033
H: 3.740 -0.671 1.681  0.020
H: 2.217 -1.073 2.527  0.046
H: 2.682 0.641 2.298  0.049

E_HOMO: -14.203 eV
Charge: +2
Kohn-Sham gap: 7.55 eV
Lowest unoccupied orbital energy: -6.65 eV